# C45H69BrN3O8SSiW

C45H69BrN3O8SSiW as an isolated structure (ωB97M-V/def2-TZVPD, the Open Molecules 2025 dataset).

The geometry in ORCA input format:
```
! wB97M-V def2-TZVPD RIJCOSX def2/J DEFGRID3
* xyz 1 1
W 0.096 -1.078 -0.305
C -1.970 -3.679 2.046
C -0.508 -3.314 1.905
C 0.326 -3.747 3.097
O -0.337 -1.868 1.718
C 0.112 -3.888 0.627
O 0.003 -5.046 0.323
O 0.829 -2.990 -0.020
H -2.331 -3.446 3.050
H -2.067 -4.753 1.886
H -2.580 -3.155 1.313
H -0.111 -3.371 4.023
H 1.348 -3.380 3.008
H 0.343 -4.836 3.138
H -0.914 -1.322 2.269
O -2.375 1.521 -2.093
C -1.871 0.575 -1.568
O -0.551 0.355 -1.516
C -2.691 -0.456 -0.763
O -3.884 -0.432 -0.710
O -1.905 -1.286 -0.088
C -0.508 4.290 3.508
C -1.257 3.110 4.144
C -2.143 3.654 5.282
C -0.194 2.198 4.780
Si -2.377 2.232 2.862
Br -0.671 1.123 1.600
C -3.441 0.812 3.559
C -2.720 0.038 4.669
C -4.726 1.418 4.160
C -3.851 -0.196 2.480
C -3.217 3.379 1.594
C -2.220 4.010 0.607
C -3.925 4.508 2.373
C -4.288 2.659 0.763
H 0.155 4.731 4.260
H -1.177 5.078 3.169
H 0.112 3.973 2.668
H -1.504 4.186 5.995
H -2.640 2.857 5.835
H -2.898 4.359 4.935
H 0.399 2.797 5.478
H 0.491 1.797 4.035
H -0.618 1.372 5.342
H -2.563 0.641 5.562
H -1.747 -0.347 4.345
H -3.335 -0.819 4.958
H -4.524 2.156 4.937
H -5.310 0.614 4.619
H -5.358 1.881 3.402
H -2.993 -0.715 2.048
H -4.399 0.249 1.656
H -4.497 -0.955 2.933
H -1.440 4.588 1.095
H -2.773 4.688 -0.050
H -1.752 3.262 -0.031
H -3.231 5.160 2.900
H -4.657 4.128 3.089
H -4.468 5.129 1.655
H -3.881 1.861 0.146
H -4.735 3.387 0.079
H -5.096 2.256 1.372
C 2.595 -0.178 2.585
C 2.777 0.236 1.116
C 4.150 -0.303 0.658
C 1.712 -0.421 0.303
C 2.752 1.750 0.898
C 2.849 2.244 -0.400
C 2.888 3.607 -0.643
C 2.841 4.503 0.418
C 2.749 4.021 1.712
C 2.697 2.652 1.952
H 1.657 0.184 3.007
H 2.602 -1.266 2.654
H 3.422 0.203 3.183
H 4.183 -1.392 0.726
H 4.928 0.115 1.297
H 4.366 -0.001 -0.367
H 2.065 -1.121 -0.534
H 2.891 1.556 -1.236
H 2.965 3.968 -1.660
H 2.885 5.568 0.234
H 2.718 4.710 2.547
H 2.630 2.303 2.973
C -1.695 -3.666 -5.028
N -1.282 -3.549 -3.633
C -0.768 -4.774 -3.032
C -1.092 -2.360 -3.060
N -0.229 -2.265 -2.053
N -1.828 -1.271 -3.479
C -3.241 -1.459 -3.810
C -1.157 -0.259 -4.301
H -0.990 -4.323 -5.537
H -1.657 -2.701 -5.520
H -2.697 -4.087 -5.110
H -1.315 -5.615 -3.452
H -0.908 -4.774 -1.953
H 0.296 -4.908 -3.253
H 0.374 -3.076 -2.006
H -3.638 -2.320 -3.276
H -3.411 -1.586 -4.882
H -3.783 -0.573 -3.476
H -1.231 -0.519 -5.361
H -0.108 -0.203 -4.040
H -1.631 0.707 -4.138
O 1.472 -2.053 -4.595
S 2.278 -1.494 -3.470
C 3.204 -0.089 -4.077
C 2.592 1.137 -3.837
C 3.134 2.289 -4.389
C 4.279 2.203 -5.168
C 4.882 0.972 -5.406
C 4.339 -0.184 -4.869
C 3.609 -2.659 -3.171
C 4.724 -2.306 -2.420
C 5.674 -3.271 -2.126
C 5.509 -4.574 -2.582
C 4.398 -4.911 -3.341
C 3.441 -3.951 -3.639
H 1.697 1.187 -3.225
H 2.661 3.246 -4.214
H 4.703 3.099 -5.602
H 5.771 0.915 -6.019
H 4.789 -1.149 -5.064
H 4.865 -1.283 -2.096
H 6.552 -3.003 -1.552
H 6.255 -5.323 -2.355
H 4.277 -5.922 -3.706
H 2.577 -4.182 -4.250
*
```

Its energy above the lowest of the compared OMol25 structures with the same formula, charge and spin is 0.0 kcal/mol.

***

# C45H74N3O7P

A 3-piece molecular cluster, C45H74N3O7P overall (ωB97M-V/def2-TZVPD, the Open Molecules 2025 dataset).

The geometry in ORCA input format:
```
! wB97M-V def2-TZVPD RIJCOSX def2/J DEFGRID3
* xyz 0 1
C -4.086 3.289 4.119
C -5.372 3.231 3.128
O -5.443 4.442 2.302
C -4.922 4.030 0.999
C -4.849 5.252 -0.036
C -3.392 5.899 -0.234
C -2.223 4.796 -0.527
C -1.313 4.746 0.804
N -0.293 3.653 0.819
C -0.693 2.482 1.644
O -1.173 2.449 2.796
C -0.288 1.284 0.682
C -0.395 -0.253 0.803
O -0.990 -0.760 2.031
C 0.084 -0.985 2.977
O 0.115 -2.090 3.562
C 1.230 0.070 3.299
C 1.217 1.035 4.529
C 2.367 2.065 4.804
C 3.593 2.230 3.848
C 3.618 1.261 2.609
C 2.474 0.215 2.344
C 0.117 -1.228 -0.325
C -0.098 -2.789 -0.004
C -1.603 -3.308 -0.229
C -2.403 -2.584 -1.416
C -2.505 -3.311 1.115
C 0.808 -0.686 -1.642
C 1.371 -1.666 -2.765
C 0.570 -1.641 -4.154
C 1.415 -2.604 -5.175
C 1.388 -2.098 -6.688
O 2.389 -2.401 -7.413
O 0.327 -1.366 -7.281
C 0.961 0.857 -1.788
P 1.745 1.799 -3.228
C 0.281 2.048 -4.458
C 3.116 0.804 -4.082
C 4.350 0.448 -3.065
C 0.389 1.762 -0.628
C 0.374 3.347 -0.475
O 0.803 4.209 -1.289
H -3.290 3.907 3.569
H -3.738 2.226 4.365
H -4.326 3.863 5.090
H -5.328 2.278 2.495
H -6.301 3.180 3.791
H -5.665 3.259 0.580
H -3.930 3.483 1.172
H -5.549 6.074 0.337
H -5.219 4.916 -1.065
H -3.086 6.558 0.669
H -3.440 6.604 -1.141
H -2.664 3.750 -0.698
H -1.587 5.136 -1.416
H -2.046 4.557 1.682
H -0.873 5.797 0.974
H 0.359 1.033 5.282
H 2.352 2.751 5.722
H 4.421 3.001 4.053
H 4.514 1.390 1.904
H 2.598 -0.410 1.391
H 0.111 -2.895 1.132
H 0.646 -3.482 -0.520
H -1.518 -4.424 -0.534
H -3.462 -3.059 -1.427
H -1.939 -2.863 -2.429
H -2.566 -1.464 -1.276
H -3.414 -4.017 1.019
H -2.937 -2.276 1.367
H -1.889 -3.658 2.028
H 1.250 -2.743 -2.351
H 2.515 -1.537 -2.885
H -0.495 -2.056 -4.095
H 0.526 -0.625 -4.669
H 2.513 -2.495 -4.825
H 1.162 -3.713 -5.039
H 0.756 -0.820 -7.990
H -0.462 1.190 -4.281
H 0.632 2.145 -5.539
H -0.265 3.002 -4.094
H 2.762 -0.115 -4.661
H 3.583 1.516 -4.865
H 3.933 0.521 -1.994
H 4.605 -0.663 -3.243
H 5.245 1.142 -3.232
C 7.226 0.677 -0.713
C 7.613 -0.759 -1.047
N 8.644 -0.864 -2.076
C 8.799 -2.220 -2.598
C 9.288 -3.300 -1.635
C 9.887 -0.147 -1.816
C 10.653 -0.487 -0.539
H 6.930 1.225 -1.611
H 6.379 0.681 -0.022
H 8.044 1.217 -0.228
H 6.705 -1.255 -1.409
H 7.903 -1.274 -0.123
H 9.464 -2.197 -3.468
H 7.829 -2.540 -2.998
H 10.354 -3.202 -1.427
H 9.143 -4.287 -2.085
H 8.744 -3.293 -0.688
H 9.667 0.926 -1.801
H 10.559 -0.268 -2.673
H 10.003 -0.561 0.336
H 11.389 0.296 -0.332
H 11.206 -1.422 -0.636
C -8.875 -0.763 3.502
C -8.495 -2.200 3.164
N -7.468 -2.307 2.130
C -7.319 -3.662 1.605
C -6.830 -4.745 2.565
C -6.222 -1.595 2.387
C -5.452 -1.940 3.660
H -9.173 -0.212 2.607
H -9.720 -0.757 4.196
H -8.054 -0.227 3.985
H -9.406 -2.692 2.805
H -8.203 -2.717 4.086
H -6.657 -3.639 0.732
H -8.291 -3.978 1.208
H -5.762 -4.651 2.768
H -6.979 -5.731 2.113
H -7.370 -4.739 3.513
H -6.438 -0.521 2.405
H -5.553 -1.716 1.527
H -6.098 -2.013 4.538
H -4.713 -1.160 3.866
H -4.902 -2.877 3.559
*
```

As for the structure (SMILES): CCOCCCCCN1C(=O)c2c(OC(=O)c3ccccc3)c(CC(C)C)c(CCCC(=O)O)c(P(C)CC)c2C1=O.CCN(CC)CC.CCN(CC)CC.

***

no.,frontier orbital gap (hartree),HOMO (eV),maximum force (eV Å⁻¹)
1,0.2724,-11.197,2.8
2,0.2562,-8.110,5.1